(1)
DFT (ωB97M-V/def2-TZVPD) results for a molecular structure, C6H5ClFNO2.

HOMO-LUMO gap (spin up / spin down) (eV): 5.9276 / 8.1389
Net charge: 0
E_HOMO (spin up / spin down) (eV): -7.87 / -8.73
LUMO energy (spin up / spin down) (eV): -1.94 / -0.59

Last column: Löwdin charge in e.
Atoms and positions in Å:
Cl (2.3893, 1.7212, -2.7621)  0.9927
F (-0.5809, 1.7006, -2.6076)  0.0934
O (0.6997, 2.8296, 0.2661)  0.0223
O (1.1271, 3.3285, -1.7957)  -0.1487
N (0.4305, 2.6850, -0.9031)  -0.3994
C (-1.1686, 0.9812, -0.3572)  -0.0720
C (-0.1018, 0.3767, 0.4552)  -0.0984
C (-0.5471, 1.9162, -1.2873)  -0.2465
C (1.0277, -0.2249, 0.1075)  -0.0781
C (1.6623, -0.5528, -1.2221)  -0.1459
C (2.1758, 0.2922, -2.0554)  -0.4545
H (-1.8881, 1.5425, 0.1788)  0.1246
H (1.5770, -0.9577, 0.7147)  0.1155
H (1.9752, -1.4855, -1.3400)  0.0550
H (-1.6923, 0.2238, -0.8439)  0.1205
H (-0.1764, 0.1979, 1.5188)  0.1193

(2)
DFT (ωB97M-V/def2-TZVPD) results for a single C6H5ClN2S molecule.

HOMO-LUMO gap (eV): 7.4580
Net charge: 0
E_HOMO (eV): -8.75
LUMO energy (eV): -1.29

Last column: Löwdin charge in e.
Atoms and positions in Å:
Cl (1.5934, 3.0538, -2.5638)  -0.1320
S (2.4934, 1.7772, -0.8920)  0.6227
N (1.1776, -2.1301, 1.9521)  0.1814
N (0.3050, 1.2929, 0.7081)  0.0293
C (0.8182, -1.8719, 0.9039)  -0.2693
C (0.4367, -1.5153, -0.3950)  -0.1389
C (1.3808, 1.2688, 0.1134)  -0.6561
C (-0.5927, -0.7465, -0.7265)  -0.0984
C (-0.9556, 0.9584, 0.8992)  -0.0485
C (-1.5608, -0.2765, 0.3271)  -0.1493
H (-0.8016, -0.4092, -1.7841)  0.1480
H (-2.4819, 0.0314, -0.0362)  0.0893
H (1.2806, -1.8834, -1.1524)  0.1685
H (-1.2877, 1.5996, 1.6796)  0.1131
H (-1.8054, -1.1493, 0.9665)  0.1400

(3)
DFT (ωB97M-V/def2-TZVPD) results for 2 unconnected molecules or ions with the total composition C6H5ClNO3S.

HOMO-LUMO gap (spin up / spin down) (eV): 6.4778 / 7.9051
Net charge: -1
E_HOMO (spin up / spin down) (eV): -3.92 / -4.63
LUMO energy (spin up / spin down) (eV): 2.56 / 3.28

Last column: Löwdin charge in e.
Atoms and positions in Å:
Cl (-1.0117, 0.7119, 3.0676)  0.5715
S (1.0276, -2.6011, 1.3796)  0.5746
O (0.6295, -1.4297, 2.1735)  -0.4806
O (0.1492, -2.8084, 0.1954)  -0.4557
O (2.4888, -2.6741, 1.0392)  -0.4699
N (0.3865, 0.5793, 2.0431)  -0.3221
C (-1.2985, 0.8401, 0.2010)  -0.1274
C (-0.0196, 0.6859, 0.7068)  -0.4314
C (1.0192, 0.6220, -0.2291)  -0.0414
C (-0.5791, 0.8099, -2.0819)  -0.1082
C (-1.6161, 0.9307, -1.1170)  -0.1079
C (0.7224, 0.5770, -1.6080)  -0.1043
H (-2.6902, 1.3134, -1.1993)  0.1186
H (1.4865, 0.3622, -2.4084)  0.1104
H (-1.9862, 0.9651, 1.0585)  0.0422
H (-0.8477, 0.6855, -3.1475)  0.0918
H (2.1395, 0.4302, -0.0738)  0.1397

(4)
DFT (ωB97M-V/def2-TZVPD) results for a single C6H5ClO molecule.

HOMO-LUMO gap (spin up / spin down) (eV): 7.8090 / 6.7689
2S+1: 3
Net charge: 0
E_HOMO (spin up / spin down) (eV): -7.56 / -9.46
LUMO energy (spin up / spin down) (eV): 0.25 / -2.69
Expectation value of S²: 2.03

Last column: Mulliken spin population.
Atoms and positions in Å:
Cl (2.5672, -0.5452, -0.7623)  0.0338
O (1.6410, -0.2624, 1.6743)  0.0025
C (-0.8399, 0.1716, -0.6869)  0.3569
C (0.0736, -0.7865, -0.0386)  -0.0336
C (-0.2434, 1.4179, -0.7066)  0.0512
C (1.5913, 2.5737, 0.2764)  1.0354
C (1.2910, -0.0006, 0.3888)  0.1054
C (0.9739, 1.4381, 0.0426)  0.3609
H (-0.8411, 2.1985, -1.2498)  0.0062
H (-1.6407, -0.1816, -1.3219)  0.0135
H (0.2423, -1.6737, -0.6152)  0.0171
H (2.3605, 0.1828, 2.1295)  0.0065
H (-0.3581, -1.0784, 1.0100)  0.0443

(5)
DFT (ωB97M-V/def2-TZVPD) results for a single C6H5F3N2O molecule.

HOMO-LUMO gap (eV): 8.7618
Net charge: 0
E_HOMO (eV): -8.66
LUMO energy (eV): 0.10

Last column: Löwdin charge in e.
Atoms and positions in Å:
F (3.0555, 0.9391, 0.1788)  0.1122
F (3.1012, -0.7599, -1.1120)  0.1756
F (2.9865, -1.0595, 1.0242)  0.1722
O (-1.2282, 2.4824, 0.8173)  0.1308
N (0.4714, 1.0153, 0.4008)  0.1573
N (-1.9100, 0.5243, -0.2485)  -0.0549
C (0.0564, -1.1644, -0.2650)  0.0214
C (-2.8276, -0.6191, 0.3488)  0.0419
C (2.5531, -0.3291, 0.0078)  -0.5775
C (1.0284, -0.2653, -0.0169)  -0.1016
C (-1.4434, -0.8600, -0.4045)  -0.2807
C (-0.8885, 1.4298, 0.3637)  -0.3987
H (0.4249, -2.1412, -0.6376)  0.1276
H (1.0079, 1.6351, 0.9026)  0.1081
H (-2.1870, 1.1196, -1.1148)  0.2147
H (-1.6901, -1.2007, -1.5587)  0.1672
H (-2.5107, -0.7465, 1.3140)  -0.0157

(6)
DFT (ωB97M-V/def2-TZVPD) results for a single C6H5FIN3 molecule.

SMILES: [H]/N=C(\I)[C@H]1C[C@@H](C#N)N=C1F
HOMO-LUMO gap (eV): 9.9488
Net charge: 0
E_HOMO (eV): -10.04
LUMO energy (eV): -0.09

Last column: Löwdin charge in e.
Atoms and positions in Å:
I (0.6141, 2.4254, -3.0733)  0.7264
F (-1.9445, -0.8957, -2.2302)  0.1018
N (1.8956, 1.7805, -0.3510)  0.0790
N (-1.7100, -1.4075, 0.0020)  0.1378
N (-1.6913, -0.3005, 3.2544)  0.1636
C (-0.7330, -1.2151, 1.0143)  -0.3224
C (-1.3708, -0.8432, -1.0302)  -0.2489
C (1.1717, 1.4434, -1.2329)  -0.7944
C (-1.3638, -0.7101, 2.2430)  -0.1990
C (0.2480, -0.0448, -0.9054)  -0.1112
C (0.2911, -0.0512, 0.5901)  -0.2191
H (0.9279, -0.9705, -1.1002)  0.1444
H (-0.1132, 0.8412, 0.9954)  0.0900
H (1.3630, -0.3004, 1.0413)  0.1625
H (-0.2140, -2.2518, 1.2175)  0.1862
H (2.6290, 2.5001, -0.4347)  0.1033